# 1
{"formula": "C37H50MnN7O2PS3Sb", "method": "ωB97M-V with the def2-TZVPD basis set", "homo_energy_ev": [-10.030, -10.054], "e_lumo_ev": [-1.856, -1.911], "largest_force_ev_per_a": 0.5, "energy_ha": -4900.7238, "multiplicity": 6, "total_charge": 1, "species": ["H", "C", "C", "C", "H", "N", "H", "H", "N", "C", "H", "S", "H", "H", "Sb", "H", "H", "O", "H", "C", "H", "H", "S", "H", "C", "H", "H", "C", "C", "C", "C", "C", "H", "H", "H", "C", "P", "C", "C", "C", "H", "C", "H", "N", "H", "C", "H", "C", "H", "H", "H", "H", "H", "C", "C", "O", "C", "H", "S", "H", "C", "H", "C", "C", "H", "C", "H", "C", "H", "H", "H", "H", "H", "C", "H", "C", "C", "C", "H", "H", "H", "H", "H", "H", "H", "C", "N", "H", "C", "C", "C", "C", "N", "N", "H", "H", "C", "N", "C", "H", "Mn", "H"], "positions_angstrom": [[-3.3208, 2.9994, -3.8277], [1.2995, -5.0656, -2.7900], [-5.1406, 1.7882, -1.1980], [-4.0172, 0.0597, -4.1165], [1.9332, -0.2863, -6.2756], [0.6855, 3.6086, 1.8671], [-2.9425, 2.7320, 3.0058], [-1.8518, 0.3154, -4.1983], [4.7090, -2.1982, -0.9557], [5.5260, -3.0721, -1.7934], [-4.1033, 0.6210, 0.3053], [-1.4721, -2.3779, 4.6843], [-1.0692, -5.0819, -1.2817], [1.0066, 1.8148, 6.7411], [-2.1918, 0.7011, -1.5739], [-4.0802, -0.4028, -5.1057], [-2.3753, -1.1743, -3.4374], [0.2382, 1.9749, 0.3710], [3.9783, -0.3523, 1.6022], [1.7832, 1.5884, -4.1263], [-1.3280, 0.9901, 2.1981], [-1.2689, 6.2289, 1.2460], [2.3335, 0.8844, 3.5411], [-0.3318, -0.1773, 5.6919], [1.2444, 1.3727, 5.7818], [-5.2106, 1.8921, -2.2822], [-2.8161, 5.0268, 2.5160], [-1.8680, 4.5033, 2.3947], [-0.8360, -2.9119, -0.8441], [-2.3003, 3.2098, -3.5095], [2.5597, -4.5861, 2.6733], [-4.2037, 0.6530, -0.7827], [-4.0869, -2.0407, 2.2514], [-2.1345, 4.2819, -3.6491], [0.6513, 4.6359, 0.0478], [1.9919, -0.3433, -3.0806], [2.5191, -2.0562, -2.7345], [-0.5546, -4.1371, -1.3619], [-0.9109, -1.6057, 3.2503], [-2.1902, 2.9995, 2.2628], [-1.6236, 2.6845, -4.1879], [1.0002, -2.6942, -1.9569], [-4.6019, -0.3187, -1.0887], [3.0524, -0.9270, -0.2460], [0.9555, 2.5753, -2.3300], [0.3629, 4.8151, 1.0800], [4.8895, -3.6613, -2.4445], [-2.0670, 2.8137, -2.0484], [-4.7720, -0.4149, -3.4862], [1.4954, -4.7708, -3.8167], [2.9567, -5.4736, 2.1982], [-0.6301, 2.0200, 3.4548], [6.2155, -2.4916, -2.4036], [0.5498, -1.1802, 2.9909], [2.7109, -0.2767, -5.5162], [0.6611, -0.6973, 1.7110], [-1.9269, -1.5054, 2.3509], [0.6629, -5.9451, -2.7918], [1.6814, -3.4309, 1.7621], [3.5497, 0.3167, -5.8703], [4.0573, -0.9068, 0.6837], [1.9737, -2.5001, 5.2191], [0.5120, 0.2872, 5.2014], [-2.6111, -0.1104, -3.5351], [-4.8163, 2.7491, -0.7919], [2.0100, -2.9709, 4.2432], [6.0946, -3.7447, -1.1580], [-3.1660, -2.0431, 2.8212], [-3.8265, -3.0154, 4.6837], [-1.3116, 4.6842, 3.3218], [-2.6441, 2.8327, 1.2800], [0.9745, 5.6291, 1.4611], [-1.6546, 4.8229, 0.2774], [2.2670, 1.7879, 4.9908], [-1.0701, 3.1183, -1.7230], [1.3472, 1.7077, -2.8400], [-1.0123, 2.0025, 2.4298], [0.0460, 2.4630, 1.4846], [-6.1506, 1.6061, -0.8210], [-4.2934, 1.1063, -4.2346], [2.9834, 2.5783, 5.1693], [-1.6724, -2.6173, -0.2342], [-2.7866, 3.3147, -1.4011], [3.0459, -1.2922, -5.3422], [3.1905, -4.7956, 4.7269], [5.0904, -1.6878, 0.2574], [0.6114, -3.9943, -2.0696], [0.5624, 3.7759, 2.8540], [-3.0622, -2.5518, 4.0760], [-1.1472, 5.1467, 1.1891], [2.6674, -4.2147, 3.9767], [3.4658, -1.7082, -1.2217], [2.1936, 0.2886, -4.2720], [1.4839, 0.5023, -2.2039], [2.2398, -5.3165, -2.3027], [-1.7762, -1.0645, 1.3772], [1.4323, -2.4300, 3.1370], [0.1370, -2.0235, -1.2204], [1.0020, -0.1088, 3.9926], [6.0414, -1.9233, 0.7078], [0.7491, -0.1370, -0.1268], [1.8465, 2.3036, -4.9312]]}

***

# 2
{"formula": "C6H18N2P2S", "method": "ωB97M-V with the def2-TZVPD basis set", "homo_energy_ev": -6.831, "e_lumo_ev": 0.436, "largest_force_ev_per_a": 4.7, "de_lowest_kj_mol": 12.5, "energy_ha": -1429.6373, "multiplicity": 1, "species": ["H", "H", "S", "C", "C", "H", "H", "H", "H", "H", "H", "C", "H", "P", "H", "C", "H", "C", "H", "N", "H", "H", "P", "H", "H", "H", "C", "H", "N"], "positions_angstrom": [[1.6989, -1.9230, -1.9210], [-3.3217, -1.3684, -0.2174], [0.8392, -1.1061, 0.0563], [1.9959, 2.7119, -0.9139], [2.0653, -1.6209, 1.2569], [-0.2153, 2.4395, -2.6641], [2.8798, -2.0722, 0.5056], [-0.0664, 0.6162, -2.8414], [1.6999, 3.7480, -1.1486], [0.2756, -2.8288, -1.7660], [2.4373, -0.6392, 1.7871], [-0.3854, 1.3552, -2.1831], [2.6559, 2.2963, -1.6831], [0.5072, 1.5913, -0.5386], [-0.9960, 1.4402, 2.5006], [-3.3137, -0.7703, 0.7114], [-1.4071, 1.0989, -1.9962], [1.1064, -2.4661, -1.2239], [2.5162, 2.8924, 0.0025], [1.4688, 0.1670, -0.6740], [-3.1700, -1.4514, 1.5945], [-2.7095, 1.4618, 2.5330], [-1.6575, 0.2068, 0.5198], [-1.7329, -0.0301, 3.1205], [-4.1557, -0.0531, 0.7734], [1.5137, -3.1827, -0.6308], [-1.8014, 0.8061, 2.2646], [1.7586, -2.4031, 1.9519], [-0.4862, -0.9162, 0.8241]]}

***

# 3
{"formula": "C27H19MgN6O2", "method": "ωB97M-V with the def2-TZVPD basis set", "homo_energy_ev": -9.997, "e_lumo_ev": -5.108, "largest_force_ev_per_a": 0.4, "de_lowest_kj_mol": 0.0, "energy_ha": -1719.3224, "multiplicity": 1, "total_charge": 1, "species": ["C", "C", "C", "H", "H", "C", "N", "N", "H", "H", "C", "H", "H", "C", "C", "C", "N", "H", "C", "N", "O", "C", "H", "C", "C", "H", "H", "H", "C", "H", "H", "Mg", "N", "H", "H", "C", "C", "C", "C", "H", "C", "C", "N", "C", "C", "C", "H", "C", "C", "O", "H", "H", "C", "C", "C"], "positions_angstrom": [[-4.1886, -0.3953, -1.2476], [-2.9327, -0.5206, -0.6714], [0.2592, 0.9926, -4.0241], [-0.3725, 1.0345, 2.8601], [1.1768, 4.0321, 5.4810], [1.4196, 3.8412, 2.1114], [0.3282, 0.8342, -1.6480], [0.7754, 2.7788, -0.3306], [-4.6901, 2.8651, -0.4965], [-2.4497, 2.4998, 0.4948], [3.3383, -1.9056, 2.1584], [-0.0493, -0.7936, -2.8474], [-0.0808, 1.9319, 5.1397], [-0.1952, -2.7999, 0.0156], [-2.2043, -5.4250, -1.8964], [0.1791, 1.9573, 3.0129], [0.4975, 2.0732, 0.6532], [2.1347, 5.2407, 3.5581], [0.7090, 2.6568, 1.9344], [1.3261, -1.2405, 1.0556], [-3.2932, -5.3422, -2.4828], [0.3382, 2.4596, 4.2945], [0.0293, -4.9179, -0.4882], [0.6020, 2.1415, -1.6003], [3.0794, -3.2308, 1.8447], [3.7606, -4.0123, 2.1534], [2.6007, 0.1018, 1.9599], [4.2191, -1.6147, 2.7119], [-2.9653, 1.6940, -0.0164], [1.7031, -4.5737, 0.8846], [-3.5588, -3.1138, -1.7653], [-0.1870, 0.0939, 0.2702], [-0.9807, -1.7268, -0.0970], [-4.6509, -1.2462, -1.7258], [0.9636, 3.9891, -2.6040], [-2.1752, -1.8033, -0.6883], [1.9343, -3.5487, 1.1341], [-4.2167, 1.8966, -0.5664], [-1.7863, -4.1021, -1.1909], [1.8354, 4.3600, 1.2601], [0.1632, 0.2693, -2.8416], [-2.6137, -2.9848, -1.2530], [-2.3301, 0.5200, -0.0607], [1.0723, -2.5323, 0.7528], [1.0417, 3.6414, 4.4814], [2.4353, -0.9471, 1.7411], [0.1153, 0.4887, -4.9690], [1.5816, 4.3257, 3.3960], [-0.5690, -4.0161, -0.5222], [-1.3906, -6.3449, -1.7362], [-5.8165, 0.9409, -1.6373], [0.6265, 2.9332, -4.8644], [-4.8361, 0.8267, -1.1946], [0.5433, 2.3446, -3.9610], [0.7289, 2.9409, -2.7175]]}

***

# 4
{"formula": "C14H21FNO6S2", "method": "ωB97M-V with the def2-TZVPD basis set", "homo_energy_ev": -11.900, "e_lumo_ev": -4.967, "largest_force_ev_per_a": 0.9, "de_lowest_kj_mol": 0.0, "energy_ha": -1948.2455, "multiplicity": 1, "total_charge": 1, "species": ["H", "H", "H", "C", "C", "O", "O", "H", "S", "H", "H", "C", "C", "H", "H", "C", "O", "S", "N", "H", "H", "H", "O", "H", "C", "H", "C", "C", "O", "H", "H", "C", "F", "H", "H", "H", "C", "H", "C", "C", "H", "H", "C", "O", "C"], "positions_angstrom": [[0.5325, -1.8861, -3.7434], [3.1492, -0.4862, -3.0517], [6.2178, 3.6731, 0.2977], [3.0476, 2.4961, 0.7696], [4.3775, 2.4932, 0.0030], [1.9542, -0.0936, -0.8488], [-4.1046, -1.5759, -0.8602], [-5.2671, -3.2294, 2.9683], [-3.4661, -2.6210, -0.0753], [4.2258, 2.5336, -1.0755], [-5.6782, -3.0797, 0.6027], [3.3716, 2.7434, 2.2476], [-4.3687, -3.2120, 2.3555], [-2.9506, 0.8114, -1.5560], [-2.2554, -0.8837, 1.0246], [-3.6641, -1.8497, 2.4195], [-2.5942, -3.5438, -0.7590], [4.8973, 3.7010, 2.2743], [-2.4632, -0.7362, -2.8581], [3.5643, 1.8160, 2.7833], [-4.6616, -4.5410, 0.6254], [2.5078, 1.5617, 0.6393], [5.9282, 2.9014, 2.8812], [-3.7006, -3.9886, 2.7302], [-2.6162, -1.8703, 1.3097], [4.7279, 4.6387, 0.1166], [1.6195, -0.0585, -1.9946], [-2.1472, 0.2456, -2.0031], [2.4331, 0.1667, -3.0456], [-3.2056, -1.6741, 3.3903], [-1.7761, -2.5185, 1.5577], [-1.5551, -1.4917, -3.4831], [-0.5038, 1.4281, -0.8742], [2.4124, 3.3017, 0.3924], [2.6013, 3.3125, 2.7614], [4.9339, 1.5815, 0.2308], [5.1504, 3.7105, 0.5000], [-3.4460, -0.9338, -3.0161], [-0.2112, -1.2796, -3.2487], [0.1728, -0.2855, -2.3530], [-1.9045, -2.2549, -4.1616], [-4.3835, -1.0486, 2.2383], [-4.7086, -3.4863, 0.8840], [4.6253, 5.0353, 2.7365], [-0.8183, 0.4772, -1.7318]]}

***

# 5
{"formula": "C37H30N6SSiZr", "method": "ωB97M-V with the def2-TZVPD basis set", "homo_energy_ev": -12.952, "e_lumo_ev": -6.738, "largest_force_ev_per_a": 0.5, "de_lowest_kj_mol": 0.0, "energy_ha": -2490.8931, "multiplicity": 1, "total_charge": 2, "species": ["H", "C", "C", "H", "C", "H", "H", "C", "C", "H", "C", "N", "C", "H", "H", "C", "C", "H", "C", "H", "C", "C", "C", "H", "H", "C", "H", "C", "C", "H", "H", "C", "Zr", "N", "H", "C", "H", "H", "H", "C", "H", "H", "C", "S", "C", "C", "C", "H", "C", "C", "H", "H", "Si", "C", "C", "C", "N", "H", "C", "C", "H", "H", "C", "N", "N", "C", "H", "C", "C", "H", "H", "H", "C", "C", "N", "C"], "positions_angstrom": [[2.8022, -1.5362, 0.3597], [-0.4544, -2.9237, -4.6273], [-3.1096, 3.1961, 3.7601], [-2.0486, -4.2281, -5.2677], [-1.7834, -0.7965, 1.4516], [-5.9069, 1.2913, 3.6302], [-4.9929, 3.2772, 4.7759], [-2.8385, 1.3931, 2.1991], [3.5050, 0.0790, -3.9245], [1.7997, -2.6031, 2.5785], [2.3796, 2.4793, 0.3346], [-1.1879, -1.4682, 0.4384], [2.0149, -1.5782, -4.8219], [2.7956, 1.0097, -2.1034], [0.9029, -2.8616, 4.8452], [0.4369, -3.1819, -5.7208], [-1.3635, 2.9190, -1.2305], [5.0373, 4.4457, -0.3809], [-0.0755, -2.0156, -3.6297], [-0.0715, -0.9257, 6.0290], [-4.1228, 0.9392, 2.4981], [5.1101, 2.3234, -0.0871], [-1.2893, -3.4836, 1.7057], [2.5965, 4.5875, 0.0096], [4.9037, 0.2283, 0.2589], [0.8556, -1.8967, 4.3563], [-1.3338, 4.5327, -2.4858], [2.6008, 0.2711, -2.8706], [-1.8858, -2.7979, 2.7511], [-2.7165, 4.0713, 4.2585], [0.1334, -3.8941, -6.4753], [-2.0805, -2.2799, -2.5110], [-0.1354, -0.1379, -1.0854], [-1.5036, 1.1684, 0.1434], [0.7958, 1.5704, 2.6775], [3.2174, -0.8446, -4.8953], [1.3058, 2.5738, 0.4883], [-2.7055, -2.0017, -1.6708], [-0.1190, 1.2912, 4.9297], [3.0027, 1.2306, 0.4073], [2.2849, -2.7173, -6.6458], [3.8938, -1.0070, -5.7242], [0.3117, -0.8105, 5.0238], [-0.3762, 1.9943, -2.3621], [0.7986, 0.5829, 3.1284], [-2.0220, 0.6504, 1.2210], [-1.7217, -3.5216, -4.5157], [-2.5726, -0.8797, 3.4442], [4.4690, 3.5521, -0.1620], [-4.9032, 1.6280, 3.4138], [-1.3510, 2.8961, 2.5697], [-1.0768, -4.5410, 1.7649], [1.9848, -0.3245, 0.6746], [1.1823, -1.3353, -3.7254], [-2.3386, 2.5352, 2.8211], [-2.5412, -3.1913, -3.4638], [-1.8138, 2.4870, -0.0864], [6.1795, 2.2632, -0.2384], [3.1003, 3.6313, 0.0565], [-4.3905, 2.7469, 4.0514], [-0.4385, -3.2631, -0.2595], [-3.5277, -3.6169, -3.3589], [4.3841, 1.1770, 0.1963], [-0.8793, -1.7145, -2.5741], [-1.6338, 4.1743, -1.5976], [1.6194, -2.5346, -5.8132], [4.4075, 0.6710, -3.9527], [-0.9383, -2.7758, 0.5700], [0.2857, 0.4343, 4.4070], [-4.5223, 0.0633, 2.0032], [-2.1510, -3.3094, 3.6660], [-2.2259, 4.7398, -1.0096], [1.3444, -0.5019, 2.4342], [-2.1346, -1.4367, 2.6318], [1.4799, -0.4259, -2.7600], [1.3621, -1.7431, 3.0729]]}

***

# 6
{"formula": "C17H31N2O4", "method": "ωB97M-V with the def2-TZVPD basis set", "homo_energy_ev": -10.928, "e_lumo_ev": -3.680, "largest_force_ev_per_a": 9.1, "de_lowest_kj_mol": 833.5, "energy_ha": -1076.0540, "multiplicity": 1, "total_charge": 1, "species": ["C", "C", "H", "C", "H", "H", "C", "N", "C", "C", "H", "H", "C", "H", "H", "C", "H", "H", "C", "C", "H", "H", "O", "H", "H", "H", "O", "C", "H", "H", "H", "H", "H", "H", "H", "C", "H", "H", "H", "H", "C", "C", "O", "H", "H", "N", "H", "O", "H", "C", "H", "C", "C", "H"], "positions_angstrom": [[2.3133, -0.0529, 4.4143], [-1.2279, -0.3849, -0.3459], [1.4413, -5.4181, -0.1851], [0.8782, 2.3975, 4.0816], [-0.3910, 4.4202, 3.4255], [2.8620, -2.3327, -2.4397], [1.3477, 0.9336, 3.4962], [-0.5370, -1.5642, -1.0627], [-0.0213, -4.1472, -0.6775], [-1.2493, -1.7780, -2.3798], [-1.3899, -0.7140, 0.7833], [-2.3241, -0.2202, -0.7801], [-2.5979, 4.5669, 1.4016], [1.9942, -3.7851, -3.2887], [-2.6364, 5.6842, 0.9840], [-0.6088, -2.7278, -0.0973], [0.0711, -2.4418, 0.8380], [-2.3362, 0.6226, 3.1068], [2.3655, -2.6665, -3.4456], [-0.2973, 5.0330, 0.1704], [-1.7193, 3.2695, -0.3762], [0.6896, 4.4466, -0.1558], [1.4072, -4.5321, -0.6788], [1.2759, -1.3744, -4.9806], [-2.4383, 4.6664, 2.5579], [-3.4556, -0.4094, 3.2224], [-0.4312, 0.8628, -0.3993], [-0.3237, -2.4038, -3.5797], [2.9380, -2.9496, -5.4479], [-0.7189, 5.7332, -0.6681], [-2.1213, -2.5705, -2.1882], [1.6792, -0.9297, 4.8721], [2.8619, 0.6066, 5.2428], [1.1847, -0.6532, -3.1935], [0.4667, -1.2877, -1.1376], [-1.3676, 3.8222, 0.6016], [1.2714, -0.6764, 1.6599], [-1.6971, -2.9278, 0.2938], [-1.7824, -0.8162, -2.8079], [3.1987, -0.4997, 3.7547], [-0.0409, 1.3070, 0.9621], [-0.4746, 2.8009, 1.5768], [-0.9097, -5.0128, -1.2402], [-0.0361, 5.5812, 1.1776], [-0.1734, -3.5592, -3.4150], [3.4200, -2.7299, -4.5397], [-0.9491, -2.3018, -4.5884], [-2.7724, -0.0891, 2.6146], [-3.6542, 4.0961, 1.1263], [1.1038, -1.6379, -3.8304], [3.9140, -1.8152, -4.6357], [-0.0417, 3.3359, 3.0765], [0.8907, 0.3806, 1.9924], [1.1496, 2.8428, 5.1321]]}